{
  "formula": "C51H80BrCl2IN2O21S2",
  "method": "the ωB97M-V functional and the def2-TZVPD basis",
  "elements": ["C", "C", "C", "C", "C", "C", "C", "C", "C", "C", "C", "C", "C", "Cl", "C", "C", "Br", "C", "C", "C", "C", "C", "C", "I", "C", "C", "S", "C", "C", "C", "Cl", "C", "C", "N", "C", "S", "C", "N", "H", "H", "H", "H", "H", "H", "H", "H", "H", "H", "H", "H", "H", "H", "H", "H", "H", "H", "H", "H", "H", "H", "H", "H", "H", "H", "H", "H", "H", "H", "H", "H", "H", "H", "H", "H", "H", "H", "C", "O", "C", "O", "O", "C", "H", "H", "H", "H", "H", "H", "C", "O", "C", "O", "O", "C", "H", "H", "H", "H", "H", "H", "C", "O", "C", "O", "O", "C", "H", "H", "H", "H", "H", "H", "C", "O", "C", "O", "O", "C", "H", "H", "H", "H", "H", "H", "C", "O", "C", "O", "O", "C", "H", "H", "H", "H", "H", "H", "C", "O", "C", "O", "O", "C", "H", "H", "H", "H", "H", "H", "C", "O", "C", "O", "O", "C", "H", "H", "H", "H", "H", "H"],
  "coordinates": [[-7.677, 2.480, -1.975], [-6.638, 3.584, -2.309], [-5.721, 3.197, -3.511], [-4.211, 3.247, -3.177], [-3.638, 1.860, -2.735], [-2.873, 2.023, -1.412], [-2.062, 0.751, -1.018], [-0.624, 0.874, -1.577], [0.412, -0.026, -0.913], [1.409, 0.434, -0.047], [1.454, 1.945, 0.222], [0.328, 2.482, 1.177], [-0.528, 3.599, 0.520], [1.025, 3.247, 2.690], [2.324, -0.500, 0.484], [3.471, -0.058, 1.392], [4.725, 0.956, 0.215], [3.049, 0.775, 2.618], [3.882, 0.381, 3.866], [2.220, -1.846, 0.149], [3.228, -2.832, 0.755], [2.950, -3.013, 2.256], [1.578, -3.631, 2.559], [4.527, -4.202, 3.161], [1.234, -2.316, -0.718], [0.367, -1.381, -1.220], [-0.909, -1.850, -2.391], [-0.934, -3.609, -2.234], [-2.002, -4.276, -2.779], [-2.102, -5.634, -2.732], [-3.441, -6.486, -3.450], [-1.098, -6.347, -2.112], [-0.039, -5.681, -1.563], [1.018, -6.499, -0.958], [0.810, -6.789, 0.214], [0.759, -7.273, 1.698], [0.086, -4.287, -1.599], [1.264, -3.721, -1.031], [-7.897, 2.454, -0.902], [-7.278, 1.504, -2.272], [-8.601, 2.684, -2.526], [-5.978, 3.745, -1.445], [-7.172, 4.524, -2.486], [-6.033, 2.237, -3.941], [-5.915, 3.948, -4.292], [-3.688, 3.656, -4.050], [-4.074, 3.988, -2.377], [-4.507, 1.199, -2.625], [-3.013, 1.503, -3.563], [-2.220, 2.895, -1.521], [-3.594, 2.286, -0.624], [-2.603, -0.112, -1.414], [-2.103, 0.681, 0.077], [-0.643, 0.579, -2.640], [-0.325, 1.922, -1.585], [1.388, 2.453, -0.745], [2.402, 2.275, 0.646], [-0.282, 1.651, 1.536], [-0.184, 3.835, -0.490], [-1.582, 3.320, 0.553], [-0.413, 4.522, 1.095], [4.064, -0.888, 1.756], [1.973, 0.791, 2.796], [3.332, 1.807, 2.398], [4.157, -0.682, 3.858], [3.334, 0.611, 4.785], [4.828, 0.934, 3.843], [3.232, -3.775, 0.206], [4.205, -2.345, 0.649], [2.979, -2.070, 2.803], [1.382, -3.469, 3.627], [0.805, -3.054, 2.029], [1.527, -4.694, 2.330], [-2.794, -3.748, -3.306], [-1.153, -7.432, -2.098], [1.381, -4.195, -0.139], [0.588, 4.661, -6.436], [0.186, 5.930, -6.955], [-1.067, 6.272, -6.656], [-1.844, 5.616, -6.012], [-1.311, 7.466, -7.195], [-2.628, 7.961, -6.953], [1.617, 4.501, -6.745], [0.541, 4.658, -5.348], [-0.032, 3.865, -6.846], [-2.801, 8.088, -5.885], [-3.375, 7.295, -7.383], [-2.699, 8.930, -7.439], [-5.084, -3.314, -5.215], [-5.513, -2.157, -5.931], [-4.534, -1.290, -6.195], [-3.378, -1.415, -5.883], [-5.059, -0.260, -6.858], [-4.116, 0.756, -7.205], [-5.957, -3.940, -5.052], [-4.352, -3.878, -5.793], [-4.671, -3.032, -4.247], [-3.343, 0.356, -7.860], [-3.670, 1.189, -6.311], [-4.662, 1.530, -7.737], [-12.761, 0.423, 0.678], [-11.613, 0.502, -0.167], [-11.603, -0.389, -1.160], [-12.453, -1.211, -1.379], [-10.487, -0.207, -1.867], [-10.341, -1.100, -2.972], [-12.651, 1.192, 1.439], [-13.671, 0.615, 0.111], [-12.815, -0.550, 1.165], [-11.154, -0.967, -3.684], [-10.298, -2.133, -2.630], [-9.402, -0.851, -3.460], [7.869, 0.536, -0.779], [9.234, 0.324, -0.406], [10.043, 1.344, -0.690], [9.721, 2.379, -1.213], [11.275, 1.018, -0.293], [12.254, 2.028, -0.538], [7.314, -0.353, -0.499], [7.456, 1.389, -0.246], [7.784, 0.680, -1.856], [12.010, 2.941, 0.003], [12.342, 2.229, -1.605], [13.207, 1.652, -0.175], [2.788, -1.659, 10.177], [1.776, -0.652, 10.146], [1.727, 0.039, 9.007], [2.441, -0.120, 8.053], [0.747, 0.939, 9.109], [0.580, 1.757, 7.950], [2.725, -2.145, 11.147], [2.617, -2.401, 9.398], [3.776, -1.214, 10.068], [0.322, 1.149, 7.084], [1.482, 2.335, 7.755], [-0.239, 2.440, 8.158], [-1.551, -9.313, 3.783], [-2.899, -9.779, 3.710], [-3.814, -8.839, 3.948], [-3.591, -7.686, 4.208], [-5.020, -9.401, 3.849], [-6.105, -8.503, 4.082], [-0.902, -10.159, 3.572], [-1.370, -8.540, 3.038], [-1.326, -8.941, 4.782], [-6.102, -7.697, 3.349], [-6.059, -8.098, 5.092], [-7.022, -9.075, 3.973], [10.872, 5.418, 2.952], [12.235, 5.000, 2.864], [12.864, 4.930, 4.038], [12.386, 5.183, 5.112], [14.117, 4.531, 3.812], [14.914, 4.411, 4.991], [10.477, 5.434, 1.939], [10.291, 4.714, 3.545], [10.803, 6.420, 3.373], [14.493, 3.667, 5.666], [15.005, 5.373, 5.494], [15.901, 4.082, 4.677]],
  "mulliken_charge": [-1.141, -0.413, -0.908, -0.976, -0.160, -1.271, -0.233, -2.340, 0.083, 0.950, -1.846, 0.422, -1.307, -0.205, 0.127, -1.552, -0.023, -0.474, -1.607, 0.691, -1.996, 0.243, -1.112, 0.074, 0.313, 0.894, -0.417, 0.946, -0.728, 0.184, -0.239, -0.710, 0.540, -0.548, 0.498, -0.384, -0.594, -0.290, 0.341, 0.248, 0.321, 0.277, 0.370, 0.454, 0.406, 0.288, 0.542, 0.254, 0.185, 0.487, 0.310, 0.454, 0.391, 0.838, 0.674, 0.749, 0.635, 0.398, 0.334, 0.110, 0.608, 0.868, 0.206, 0.513, 0.323, 0.450, 0.347, 0.744, 0.651, 0.098, 0.490, 0.308, 0.070, 0.380, 0.444, 0.029, -0.598, -0.319, 0.834, -0.543, -0.325, -0.612, 0.225, 0.270, 0.274, 0.286, 0.285, 0.213, -0.588, -0.371, 0.887, -0.568, -0.353, -0.438, 0.281, 0.285, 0.238, 0.312, 0.100, 0.235, -0.643, -0.289, 0.744, -0.546, -0.224, -0.642, 0.215, 0.294, 0.294, 0.323, 0.308, 0.162, -0.634, -0.336, 0.778, -0.551, -0.331, -0.532, 0.270, 0.235, 0.321, 0.211, 0.291, 0.216, -0.614, -0.334, 0.817, -0.536, -0.307, -0.591, 0.216, 0.291, 0.290, 0.275, 0.282, 0.210, -0.515, -0.337, 0.788, -0.542, -0.318, -0.628, 0.271, 0.126, 0.317, 0.293, 0.292, 0.217, -0.691, -0.272, 0.776, -0.536, -0.304, -0.636, 0.223, 0.327, 0.308, 0.296, 0.293, 0.217],
  "fmax_ha_per_bohr": 0.0380,
  "homo_lumo_gap_ev": 7.724,
  "e_tot_ha": -8269.3705,
  "e_homo_ev": -7.84,
  "smiles": "CCCCCCCCc1c(C[C@H](C)Cl)c([C@@H](Br)CC)c(C[C@@H](C)I)c2c1Sc1cc(Cl)cc(N=C=S)c1N2.COC(=O)OC.COC(=O)OC.COC(=O)OC.COC(=O)OC.COC(=O)OC.COC(=O)OC.COC(=O)OC"
}